Record 1
{
  "formula": "C4H6N2O",
  "method": "ωB97M-V/def2-TZVPD",
  "elements": ["H", "N", "C", "O", "H", "C", "H", "N", "H", "H", "C", "H", "C"],
  "coordinates": [[-3.3006, -0.7216, -0.8057], [-0.3541, -0.5471, 0.2641], [-2.7415, -1.3152, -0.0671], [1.9498, -0.7130, -0.5409], [3.3936, 1.6022, -0.0970], [1.7711, 0.4316, -0.0328], [-2.6604, -2.3067, -0.4316], [0.8495, -0.3248, 0.6247], [1.7822, 2.3311, -0.7283], [2.0317, 2.3563, 1.0165], [-1.4645, -0.9825, 0.1234], [-3.5332, -1.5339, 0.5928], [2.2763, 1.7235, 0.0819]],
  "lowdin_charge": [0.18, 0.24, 0.08, 0.36, 0.18, -0.25, 0.16, 0.26, 0.18, 0.19, 0.18, 0.16, 0.10],
  "smiles": "CC#[N+][N+]1=C(C)O1",
  "charge": 2,
  "e_above_lowest_kcal_mol": 119.28
}



Record 2
{
  "formula": "C22H23N2O4SSnTe",
  "method": "ωB97M-V/def2-TZVPD",
  "elements": ["H", "C", "H", "H", "C", "C", "H", "C", "C", "C", "O", "H", "C", "C", "S", "C", "C", "H", "C", "O", "H", "H", "O", "H", "H", "H", "H", "H", "H", "H", "N", "C", "C", "C", "C", "N", "C", "C", "H", "H", "O", "C", "H", "H", "H", "C", "H", "C", "C", "Sn", "C", "H", "Te", "H"],
  "coordinates": [[2.8702, -5.3293, -2.2139], [-1.0205, -0.0810, -3.6144], [3.4274, -3.3585, -6.0602], [2.8327, -5.5855, 3.3915], [-1.7984, 0.7455, 2.6274], [-1.9263, 4.7304, 1.1983], [0.7026, 2.9999, -1.6380], [-0.8515, 2.5248, 1.1224], [1.3463, 2.3844, -2.2748], [0.9171, -5.7673, 4.3670], [0.1119, 1.7930, 0.6459], [3.3408, 1.5616, -2.2326], [-0.3013, -5.1675, 4.6263], [0.3573, -3.2554, 3.2920], [2.8437, -2.2094, -3.9746], [-0.9216, 3.8983, 0.7579], [-0.5951, -3.9091, 4.1044], [3.4643, -5.6535, -4.7648], [2.6869, -3.2151, -2.5871], [0.9758, -1.4721, 1.8206], [-1.2543, 1.7609, -2.4908], [-3.6048, 2.5591, 3.1589], [0.7142, 1.1388, -2.5317], [-1.9384, 5.7666, 0.8802], [2.3006, -3.3599, 2.4285], [-1.8517, -2.5093, 3.9227], [-3.7144, 4.9089, 2.4101], [2.5115, 1.5766, -0.6650], [-0.4271, 1.9451, -4.0463], [-2.2407, 0.6168, 3.6194], [-1.1926, -0.2368, 2.1030], [-0.5392, 1.2859, -3.1756], [-2.8556, 2.9442, 2.4719], [1.5849, -3.8759, 3.0582], [0.0755, -1.9622, 2.6135], [-1.0702, -1.3804, 2.8728], [3.2367, -4.6942, -4.3157], [2.9239, -4.5180, -2.9311], [-1.9587, 0.0099, -4.1679], [-1.1877, -0.7302, -2.7533], [-1.7926, -3.3808, 4.4058], [1.8754, -5.1204, 3.5895], [-0.1521, 4.2657, 0.0888], [1.4904, 2.9134, -3.2261], [-0.2708, -0.5552, -4.2514], [3.2308, -3.5222, -5.0103], [-1.0528, -5.6610, 5.2306], [-2.9226, 4.2582, 2.0630], [-1.8591, 2.0679, 2.0250], [0.2031, -0.4211, 0.0271], [2.6678, 2.1320, -1.5898], [1.1211, -6.7532, 4.7705], [2.1905, -2.5069, -0.6611], [3.1376, 3.0847, -1.3323]],
  "lowdin_charge": [0.09, -0.08, 0.05, 0.09, -0.09, -0.11, 0.09, -0.37, -0.29, -0.10, -0.28, 0.08, -0.03, -0.07, 0.88, -0.03, -0.28, 0.09, -1.05, -0.37, 0.12, 0.10, -0.26, 0.09, 0.08, 0.07, 0.09, 0.05, 0.11, 0.13, -0.09, -0.30, -0.08, -0.04, -0.45, 0.04, -0.23, -0.29, 0.07, 0.04, 0.04, -0.10, 0.10, 0.12, 0.07, -0.47, 0.11, -0.13, -0.15, 1.10, -0.07, 0.09, 0.72, 0.08],
  "charge": -1,
  "e_above_lowest_kcal_mol": 9.80
}



LUMO level in eV, matching the order above: -12.1 2.6
Orbital gap in eV, matching the order above: 9.62 6.48